(1)
Density functional theory data (ωB97M-V/def2-TZVPD) for C23H33F4MnN4S as an isolated structure.

```
! wB97M-V def2-TZVPD RIJCOSX def2/J DEFGRID3
* xyz 1 2
Mn -0.18918 1.07414 -0.65042
C 0.98533 3.37177 -1.99363
C 2.11147 2.88831 -1.09560
N 1.95530 1.44872 -0.79559
C 2.70481 1.10023 0.44257
C 2.38758 -0.26318 0.99470
C 2.46883 0.64864 -1.96315
C 1.58499 -0.52868 -2.31870
N 0.23449 -0.04406 -2.12719
C -0.85662 -0.50988 -2.82066
C -2.02459 0.23173 -2.68107
F -1.90124 1.36633 -1.87565
C -3.23668 -0.08990 -3.23008
F -4.28531 0.70935 -3.02631
C -3.35363 -1.24321 -3.98213
C -2.21632 -2.01123 -4.13876
F -2.28291 -3.14817 -4.83529
C -0.99350 -1.66218 -3.58758
F 0.05431 -2.48757 -3.75862
H 0.99815 4.45898 -2.07120
H 0.00190 3.10456 -1.57420
H 1.04244 2.96128 -3.00100
H 2.08877 3.43626 -0.16237
H 3.08698 3.06085 -1.55886
H 2.45419 1.85912 1.18396
H 3.77714 1.17785 0.23069
H 1.31725 -0.42705 1.04634
H 2.78727 -0.34301 2.00823
H 2.81814 -1.06665 0.39673
H 3.49529 0.33546 -1.75416
H 2.49739 1.31006 -2.82737
H 1.80020 -1.39990 -1.69016
H 1.77432 -0.82108 -3.35173
H -4.29760 -1.54456 -4.41243
C -0.48843 2.65757 3.19461
C -0.75344 3.18509 1.77197
C 0.27857 4.25518 1.43286
C -2.16502 3.79747 1.70429
C -0.76181 1.99587 0.85960
H -0.36952 3.49819 3.88201
H 0.42591 2.05972 3.23081
H -1.31674 2.03875 3.54418
H 0.15062 5.12100 2.08515
H 0.17535 4.59789 0.40140
H 1.29163 3.88094 1.58595
H -2.21354 4.67257 2.35653
H -2.92099 3.08185 2.03149
H -2.41064 4.11706 0.68953
H -1.53552 1.31737 1.23993
C -2.30043 -4.97222 3.09945
C -1.28005 -4.22929 2.30320
C 0.02170 -4.59689 2.15174
C 0.84691 -3.78676 1.35210
N 0.41825 -2.67389 0.77151
C -0.86026 -2.30536 0.92643
S -1.58831 -0.95860 0.19663
N -1.68203 -3.09723 1.68051
C 2.27483 -4.15719 1.10498
H -1.87315 -5.88013 3.51514
H -3.15288 -5.23994 2.47287
H -2.66740 -4.35088 3.91832
H 0.39896 -5.49135 2.62389
H -2.64636 -2.79749 1.75359
H 2.52262 -5.13150 1.51871
H 2.92739 -3.40373 1.54991
H 2.46484 -4.15742 0.03143
*
```

Properties
molar mass: 528.54 g mol⁻¹
LUMO level (alpha / beta): -3.38 / -3.06 eV
E_HOMO (alpha / beta): -0.3735 / -0.3747 hartree
orbital gap (alpha / beta): 0.2494 / 0.2623 Eh
calculated total energy: -83363.2983 eV

=====

(2)
Density functional theory data (ωB97M-V/def2-TZVPD) for C9H21I2O2P2Ti as an isolated structure.

```
! wB97M-V def2-TZVPD RIJCOSX def2/J DEFGRID3
* xyz 2 2
I 0.41241 3.57092 -1.91536
I -1.34857 1.12222 -2.30205
Ti -0.26561 -0.18914 -0.09676
P 1.48629 -1.07241 -1.59645
C 0.72538 -2.46296 -2.52633
C 1.98790 0.10146 -2.89536
H 2.65909 -0.39002 -3.61411
H 3.60905 -2.19134 -1.89641
H 2.47422 0.95665 -2.41549
H 3.62240 -1.05527 -0.49597
H -0.15222 -2.11990 -3.09022
H 1.08319 0.48273 -3.39229
C 3.03291 -1.81889 -1.02937
H 1.49028 -2.86933 -3.20881
H 2.81875 -2.65473 -0.34180
H 0.41345 -3.24010 -1.81349
P -1.17236 1.30150 1.66140
C -2.91282 0.80096 1.96363
C -0.53437 1.39079 3.35793
H -0.30014 3.42765 1.00126
H -1.84481 3.64816 1.91364
H -1.82654 3.08146 0.18576
C -1.31687 3.04334 1.15815
H 0.50829 1.74776 3.33383
H -1.14398 2.09123 3.95905
H -3.33598 1.46530 2.73555
H -2.93020 -0.24012 2.31569
H -0.56085 0.39121 3.82424
H -3.49147 0.87626 1.03359
C -1.98639 -1.19548 -0.71206
O -2.95616 -1.61460 -1.19350
C 2.05261 -0.90968 2.33149
C 0.92381 -0.94533 1.42863
O -0.02577 -1.76291 1.26206
H 2.62963 0.01267 2.13053
H 2.71914 -1.75809 2.13394
H 1.70751 -0.85530 3.37138
*
```

Properties
molar mass: 524.89 g mol⁻¹
LUMO level (alpha / beta): -10.15 / -10.11 eV
E_HOMO (alpha / beta): -0.5548 / -0.5925 hartree
orbital gap (alpha / beta): 0.1819 / 0.2209 Eh
energy relative to the best compared isomer or geometry (same formula, charge and spin): 0.013 eV
calculated total energy: -71647.2980 eV

=====

(3)
Density functional theory data (ωB97M-V/def2-TZVPD) for a 2-piece molecular cluster, C4H11NO2 overall.

```
! wB97M-V def2-TZVPD RIJCOSX def2/J DEFGRID3
* xyz 0 1
C -2.48035 -1.06266 -0.65620
N -1.49092 0.00338 -0.64680
C -0.50798 -0.18542 0.42516
C 0.41116 1.02541 0.47161
C 1.66877 0.80161 1.26953
O 1.93761 -0.23464 1.81504
H -3.15211 -0.93099 -1.50597
H -3.12603 -1.09084 0.22526
H -1.95386 -2.01365 -0.70234
H -1.91661 0.91233 -0.48674
H 0.07866 -1.07745 0.20527
H -1.00370 -0.30770 1.38992
H 0.59048 1.42681 -0.52553
H -0.11551 1.80144 1.04549
H 2.27952 1.70898 1.43401
H 2.41043 0.20313 -1.60678
H 3.09763 -0.78230 -0.69913
O 3.27283 -0.19745 -1.45179
*
```

Properties
SMILES: CNCCC=O.O
molar mass: 105.14 g mol⁻¹
LUMO level: 0.79 eV
E_HOMO: -0.3409 hartree
orbital gap: 0.3698 Eh
energy relative to the best compared isomer or geometry (same formula, charge and spin): 1.546 eV
calculated total energy: -9910.6957 eV

=====

> What is the formula in the third record?

C4H11NO2

=====

> What is the calculated total energy in the second record?

-71647.2980 eV